[1]
C27H21N4Te4Zn as an isolated structure. Source: OMol25; level of theory: wB97M-V/def2-TZVPD.

```
57
Properties=species:S:1:pos:R:3:forces:R:3
Zn -0.544 1.301 -0.392 0.24 -0.24 -0.03
C -3.587 1.144 2.988 0.85 0.30 -0.86
C -3.804 -0.199 3.141 -0.74 -0.59 0.85
C -3.225 -1.124 2.285 -0.29 1.07 0.27
C -2.363 -0.589 1.353 0.63 -1.90 -0.85
N -2.062 0.689 1.204 -0.13 0.23 -0.03
C -2.691 1.545 1.988 -0.62 1.22 0.08
C -1.702 -1.507 0.380 -0.79 0.34 1.59
C -1.650 -2.862 0.569 -0.10 -0.79 -0.03
C -1.018 -3.607 -0.424 -0.47 -1.76 2.11
C -0.471 -3.031 -1.505 0.44 0.88 -0.68
C -0.613 -1.653 -1.579 0.34 0.12 -1.36
N -1.195 -0.927 -0.673 -0.08 0.85 0.17
C -0.289 -0.880 -2.784 0.27 -0.23 -0.90
C -0.210 -1.531 -4.019 -0.05 -0.23 0.53
C -0.084 -0.770 -5.159 -0.30 -0.28 -0.58
C -0.007 0.601 -5.015 0.39 0.88 -0.08
C -0.032 1.182 -3.747 -0.23 -0.53 0.20
N -0.212 0.442 -2.644 0.25 0.40 -0.32
H -4.083 1.914 3.546 -0.14 0.05 0.35
H -4.453 -0.563 3.933 -0.10 0.11 -0.11
H -3.534 -2.160 2.312 0.31 0.07 -0.01
H -2.537 2.622 1.754 0.02 -0.77 0.47
H -2.084 -3.363 1.444 0.34 0.36 -0.51
H -0.932 -4.674 -0.224 0.04 0.10 -0.36
H 0.075 -3.569 -2.253 0.10 -0.23 -0.15
H -0.305 -2.619 -4.069 0.01 0.48 -0.04
H -0.130 -1.267 -6.143 0.22 0.49 0.55
H 0.102 1.265 -5.866 -0.09 -0.15 -0.01
H 0.059 2.260 -3.596 -0.10 -0.30 -0.11
Te -1.330 3.914 -1.074 0.89 -1.13 -0.25
Te -2.216 4.948 1.158 -0.15 0.91 0.68
Te -4.616 5.149 -3.357 -0.21 0.39 -0.24
Te -3.490 2.964 -2.422 -0.07 -0.69 -0.04
C 2.576 3.028 3.666 -0.63 0.08 0.01
C 1.292 2.460 3.737 1.34 -0.19 -1.00
C 0.843 1.583 2.731 -0.30 0.63 0.57
C 1.603 1.315 1.607 1.12 -0.13 -0.02
C 2.912 1.869 1.581 -0.33 -0.74 -1.36
C 3.362 2.717 2.546 0.41 0.70 0.98
N 1.163 0.568 0.496 -1.07 0.90 0.29
C 1.873 -0.577 0.192 0.01 0.42 -0.35
C 2.067 -1.617 1.091 0.67 -0.59 -0.07
C 2.766 -2.770 0.729 -0.13 0.39 0.74
C 3.327 -2.891 -0.530 0.17 -1.24 -0.01
C 3.153 -1.859 -1.422 0.11 0.30 -1.10
C 2.450 -0.720 -1.062 0.35 -0.35 -0.49
H 2.966 3.755 4.407 -0.49 -0.62 -0.45
H 0.618 2.675 4.526 -0.38 0.26 0.76
H -0.154 1.171 2.839 0.10 -0.04 -0.15
H 3.538 1.642 0.696 -0.41 0.20 0.58
H 4.332 3.209 2.441 -0.17 -0.28 0.01
H 1.775 -1.449 2.102 -0.47 -0.16 0.64
H 2.907 -3.547 1.480 0.00 0.10 -0.19
H 3.881 -3.810 -0.791 -0.32 0.65 0.06
H 3.563 -1.920 -2.443 -0.08 0.02 0.59
H 2.417 0.118 -1.730 -0.20 0.26 -0.33
```
Forces are in eV/Å.

Results
Max |F| in eV/Å: 2.79
ΔE to the lowest compared entry with this formula, charge and spin in kJ/mol: 0.0
Electronic energy in eV: -111894.3975
Charge: -1
Gap between HOMO and LUMO in eV: 4.39

=====

[2]
A 2-piece molecular cluster, C3H11NO overall. Source: OMol25; level of theory: wB97M-V/def2-TZVPD.

```
16
Properties=species:S:1:pos:R:3:forces:R:3
C -0.932 -1.594 -0.542 -0.37 1.43 -1.37
C 0.488 -1.080 -0.247 -0.81 0.02 -0.07
N 0.380 0.197 0.489 0.65 -1.04 0.37
C -0.294 0.131 1.784 -0.24 1.28 0.53
H -1.040 -2.663 -0.620 -0.01 -0.33 0.46
H -1.671 -1.097 0.092 0.19 -0.71 0.60
H -1.307 -1.205 -1.505 0.53 -0.16 -0.06
H 1.037 -1.885 0.265 0.07 0.40 0.28
H 1.045 -0.818 -1.150 -0.14 -0.33 -0.07
H 1.329 0.478 0.702 0.10 0.16 -0.27
H -0.499 -0.846 2.217 0.15 -0.26 -0.28
H -1.224 0.714 1.757 -0.06 -0.40 -0.06
H 0.330 0.691 2.486 -0.07 -0.22 0.18
H 0.190 1.503 -0.708 0.55 0.47 -0.54
H -0.323 2.311 -1.914 0.75 0.04 0.21
O 0.504 2.133 -1.423 -1.28 -0.35 0.12
```
Forces are in eV/Å.

Results
Max |F| in eV/Å: 2.01
ΔE to the lowest compared entry with this formula, charge and spin in kJ/mol: 78.1
Electronic energy in eV: -6826.4356
Charge: 0
Gap between HOMO and LUMO in eV: 10.47

=====

[3]
A 4-piece molecular cluster, C4H12O4 overall. Source: OMol25; level of theory: wB97M-V/def2-TZVPD.

```
20
Properties=species:S:1:pos:R:3:forces:R:3
C -0.556 2.306 -1.601 0.85 0.82 1.28
C 0.554 1.393 -1.939 -0.14 0.07 0.39
C 1.200 0.529 -1.113 -0.18 0.09 -2.71
C 1.277 0.528 0.264 -1.69 -0.19 1.02
O 1.993 -0.346 0.815 1.81 1.92 -0.99
H -1.310 2.240 -2.373 -0.31 0.00 0.10
H -0.257 3.356 -1.479 0.17 -0.01 -0.63
H 0.823 1.306 -2.988 -0.38 -0.23 -0.07
H 1.486 -0.369 -1.656 1.30 0.22 0.39
H 0.560 1.061 0.895 0.19 0.44 -0.07
H 1.411 -1.034 1.274 -0.79 -2.47 1.33
H -1.277 -0.907 1.610 -1.01 -0.44 -0.38
H -0.887 2.088 -0.582 -0.58 -0.38 -0.33
O -1.302 0.087 1.349 0.85 1.05 0.03
H 1.277 -2.582 0.281 -0.11 -0.25 -0.10
H -0.010 -2.500 1.248 -1.14 -0.39 0.41
O 0.996 -2.365 1.172 0.27 0.01 0.38
H -2.268 -2.802 1.869 0.16 -0.16 0.13
H -2.211 0.375 1.440 -0.06 -0.20 0.05
O -1.497 -2.364 1.514 0.78 0.13 -0.22
```
Forces are in eV/Å.

Results
Max |F| in eV/Å: 2.92
ΔE to the lowest compared entry with this formula, charge and spin in kJ/mol: 417.3
Electronic energy in eV: -12528.7667
Charge: 0
Gap between HOMO and LUMO in eV: 6.09

=====

[4]
A 3-piece molecular cluster, C36H57N5O6 overall. Source: OMol25; level of theory: wB97M-V/def2-TZVPD.

```
104
Properties=species:S:1:pos:R:3:forces:R:3
C -2.468 1.438 7.610 -0.56 -0.40 -0.77
C -3.177 2.015 6.338 -1.41 1.42 -1.36
C -4.292 2.951 6.539 0.48 -0.62 -2.65
C -5.024 3.492 5.362 1.96 -1.38 0.35
C -4.657 3.164 3.961 0.75 -0.54 1.86
C -5.495 3.790 2.800 -0.64 0.73 -0.27
C -4.659 4.185 1.512 0.02 -1.50 -0.43
C -6.296 5.109 3.244 0.91 0.03 -0.07
C -3.522 2.214 3.759 -0.60 0.80 2.92
O -3.154 1.856 2.461 -0.66 -0.81 0.83
C -2.566 0.559 2.380 1.39 -0.67 0.42
C -2.571 -0.035 0.923 -1.77 0.29 0.56
C -4.080 -0.285 0.559 2.52 0.52 0.57
N -5.201 -0.464 0.399 -0.17 -0.05 -0.16
C -1.861 0.864 -0.177 1.00 -1.25 -0.30
C -0.888 1.920 0.392 -2.55 -0.96 -0.67
N -0.331 2.850 0.769 0.31 -0.26 0.04
C -0.979 -0.102 -1.126 0.71 1.19 -0.69
C -1.595 -0.279 -2.579 0.67 -1.10 0.07
C -2.052 -1.771 -2.905 -1.10 1.36 -0.19
O -3.033 -1.879 -3.614 1.15 -0.42 0.36
N -1.296 -2.895 -2.411 -1.70 -0.10 0.35
C -1.874 -4.187 -2.796 -0.47 -3.23 -1.57
C -3.219 -4.657 -2.409 1.08 -0.70 -0.64
C -3.723 -5.978 -2.789 2.20 0.25 -0.61
C -2.881 -6.898 -3.576 1.36 2.75 0.46
C -1.544 -6.425 -3.999 -1.55 1.08 1.43
C -1.038 -5.083 -3.613 -2.16 -1.13 0.42
C -2.796 1.678 4.945 -1.31 0.98 0.65
H -3.240 1.301 8.426 0.96 0.35 -0.86
H -2.094 0.408 7.364 -0.08 0.97 0.31
H -1.622 2.086 7.968 -0.84 -0.63 -0.36
H -4.592 3.260 7.576 0.28 -0.42 -1.24
H -5.882 4.173 5.617 1.05 -0.79 -0.70
H -6.286 3.033 2.510 0.94 0.71 0.15
H -3.600 4.463 1.759 -1.07 0.08 -0.22
H -4.588 3.259 0.858 0.08 1.08 0.70
H -5.190 4.949 0.879 0.67 -0.59 0.90
H -6.543 5.728 2.330 0.03 -0.92 0.99
H -5.592 5.762 3.848 -0.96 -0.73 -0.46
H -7.234 4.880 3.813 0.92 0.29 -0.41
H -3.032 -0.210 3.064 0.07 1.02 -0.64
H -1.491 0.661 2.740 -1.01 -0.30 -0.69
H -2.123 -1.071 0.996 -0.29 1.29 -0.10
H -2.683 1.305 -0.811 1.21 0.15 0.86
H -0.727 -1.076 -0.617 -0.48 1.05 -0.53
H 0.019 0.416 -1.271 -1.10 -0.65 0.27
H -2.451 0.427 -2.794 0.77 -1.09 0.41
H -0.824 -0.045 -3.377 -0.70 -0.28 1.04
H -1.284 -2.916 -1.382 0.44 0.52 -0.62
H -3.859 -3.973 -1.788 0.66 -0.82 -0.79
H -4.732 -6.322 -2.459 0.98 0.51 -0.29
H -3.212 -7.924 -3.860 0.19 1.08 0.32
H -0.911 -7.131 -4.598 -0.57 0.96 0.65
H -0.008 -4.806 -3.942 -1.12 -0.07 0.49
H -1.913 0.985 4.849 -1.15 0.84 -0.13
C 4.152 -6.449 1.035 0.13 0.17 -0.12
O 5.009 -6.327 -0.088 -0.24 -0.25 0.22
C 5.364 -7.587 -0.657 0.32 0.21 -0.48
C 4.808 -7.695 -2.071 -0.30 0.08 0.38
N 3.352 -7.818 -2.048 0.20 -0.02 -0.18
C 2.733 -7.698 -3.368 -0.20 0.14 0.29
C 2.825 -6.335 -4.063 -0.31 -0.29 -0.29
O 2.095 -5.308 -3.404 0.56 -0.05 -0.03
C 2.822 -4.614 -2.402 -0.37 0.10 0.01
H 3.992 -5.453 1.447 0.06 -0.01 -0.08
H 3.183 -6.866 0.744 -0.03 -0.12 0.13
H 4.611 -7.074 1.807 -0.10 -0.04 0.02
H 5.038 -8.427 -0.036 -0.15 0.11 -0.02
H 6.457 -7.617 -0.707 -0.01 -0.04 0.01
H 5.236 -8.574 -2.562 -0.04 0.02 -0.01
H 5.120 -6.801 -2.624 0.26 -0.02 -0.01
H 2.970 -7.095 -1.448 0.03 -0.08 -0.02
H 1.673 -7.937 -3.239 0.02 0.05 -0.11
H 3.149 -8.467 -4.028 0.08 0.06 0.02
H 2.358 -6.444 -5.048 -0.01 0.02 0.04
H 3.858 -6.026 -4.253 0.03 0.06 0.18
H 3.888 -4.546 -2.635 -0.01 -0.11 0.04
H 2.676 -5.084 -1.427 0.22 0.03 0.07
H 2.420 -3.601 -2.339 -0.03 -0.02 -0.08
C 1.519 5.223 1.180 0.19 0.23 0.15
O 2.790 5.841 1.328 -0.12 -0.24 -0.15
C 3.871 4.973 0.998 0.38 0.45 0.09
C 4.616 5.509 -0.218 -0.47 -0.12 -0.01
N 3.800 5.385 -1.424 0.26 0.05 0.05
C 4.358 6.083 -2.583 -0.37 0.00 0.05
C 4.414 7.613 -2.517 0.09 -0.09 -0.47
O 3.136 8.232 -2.503 0.28 -0.02 0.30
C 2.574 8.405 -1.211 -0.23 0.06 -0.27
H 0.759 5.927 1.521 0.09 0.02 0.00
H 1.323 4.979 0.133 -0.07 -0.19 0.04
H 1.453 4.321 1.791 -0.04 -0.01 -0.14
H 3.538 3.942 0.837 -0.12 0.10 -0.11
H 4.553 4.972 1.854 0.02 -0.05 -0.02
H 5.545 4.946 -0.351 -0.02 0.03 -0.04
H 4.871 6.557 -0.020 0.16 -0.01 0.19
H 2.877 5.760 -1.237 0.07 -0.07 0.01
H 3.737 5.808 -3.441 0.08 0.10 -0.03
H 5.361 5.694 -2.785 0.01 0.04 0.09
H 4.900 7.957 -3.436 -0.04 0.00 0.02
H 5.038 7.977 -1.693 -0.13 -0.04 0.14
H 3.336 8.572 -0.446 0.01 -0.12 -0.01
H 1.953 7.546 -0.945 0.06 0.00 0.24
H 1.923 9.280 -1.244 0.05 0.01 -0.06
```
Forces are in eV/Å.

Results
Max |F| in eV/Å: 3.62
Electronic energy in eV: -57984.3145
Charge: 0
Gap between HOMO and LUMO in eV: 8.58

=====

[5]
A 14-piece molecular cluster, C30H88O14 overall. Source: OMol25; level of theory: wB97M-V/def2-TZVPD.

```
132
Properties=species:S:1:pos:R:3:forces:R:3
O 0.495 -1.012 -2.591 1.56 -0.39 0.50
H 0.445 -0.885 -1.607 -0.64 0.14 -1.10
H -0.314 -0.953 -3.096 -0.89 0.37 0.30
O 2.753 -1.114 -4.124 -0.54 -0.64 0.00
H 1.837 -0.973 -3.784 0.39 -0.08 0.21
H 3.175 -0.265 -4.052 0.26 0.51 0.00
O 3.521 -2.395 -1.646 0.74 -0.12 1.18
H 2.984 -3.116 -1.317 -0.24 -0.23 -0.11
H 3.216 -2.163 -2.513 -0.52 0.41 -1.38
O 3.254 -0.592 0.283 -0.63 -2.22 0.02
H 3.421 -1.136 -0.551 0.04 0.52 0.82
H 3.528 0.291 0.145 0.39 1.95 -0.87
C -1.365 -2.296 -5.259 -0.47 -2.30 -0.26
C -2.147 -1.044 -5.235 -0.09 0.32 0.56
C -3.675 -1.268 -5.085 0.66 -0.06 1.66
O -1.576 -0.328 -4.127 -1.24 1.01 -0.42
H -0.327 -2.105 -5.466 0.53 0.19 0.05
H -1.734 -2.917 -6.118 0.28 0.15 0.91
H -1.431 -2.855 -4.277 -0.09 0.46 -1.13
H -1.867 -0.522 -6.162 -0.63 0.26 0.08
H -4.211 -0.346 -4.802 0.29 -0.27 -0.34
H -3.914 -2.027 -4.274 0.52 0.79 -0.84
H -4.054 -1.665 -5.994 -0.47 -0.23 -0.89
H -2.171 0.433 -3.959 0.41 -0.39 0.22
C -5.799 -1.418 3.258 0.74 -0.21 0.13
C -5.039 -0.706 2.162 0.36 -0.26 -0.84
C -5.172 0.794 2.147 0.14 0.52 1.26
O -3.661 -1.072 2.039 -0.29 0.57 0.62
H -5.317 -1.171 4.185 -0.22 0.48 0.84
H -5.691 -2.506 3.225 -0.15 0.09 -0.52
H -6.847 -1.136 3.200 -0.06 -0.01 0.34
H -5.493 -1.042 1.247 -0.48 -0.11 -0.82
H -6.204 1.063 2.040 -0.66 0.18 -0.66
H -4.531 1.257 1.417 0.00 -0.01 -0.77
H -4.920 1.339 3.062 0.35 -0.60 0.42
H -3.669 -1.885 1.532 0.41 -0.76 -0.01
C -5.588 0.366 -1.848 -0.64 1.51 -1.83
C -4.164 0.843 -1.832 0.60 0.18 0.81
C -3.211 -0.288 -1.505 -1.15 -1.80 -1.16
O -3.789 1.500 -3.052 -0.20 -0.39 -0.36
H -6.279 1.240 -1.796 0.34 -0.61 0.50
H -5.692 -0.320 -1.027 -0.61 -0.42 0.07
H -5.829 -0.014 -2.872 0.31 -0.50 0.99
H -4.048 1.583 -1.030 -0.10 0.01 0.04
H -2.204 0.078 -1.561 0.63 -0.20 0.01
H -3.387 -1.189 -2.217 0.57 1.64 0.94
H -3.445 -0.699 -0.520 0.22 0.27 0.15
H -3.378 2.329 -2.820 0.12 0.35 0.00
C -0.187 -4.753 2.550 2.56 -0.28 -2.13
C 0.499 -3.603 1.716 -0.97 0.74 0.89
C 1.731 -4.040 0.969 -0.53 -0.69 0.34
O -0.527 -3.078 0.835 0.26 -0.15 -0.02
H -0.997 -4.301 3.013 -1.64 0.43 1.17
H 0.556 -5.174 3.254 -0.57 0.32 -0.17
H -0.510 -5.581 1.872 0.12 0.67 0.44
H 0.768 -2.774 2.419 -0.15 -0.66 -0.24
H 2.403 -3.222 0.716 0.02 -0.02 -0.01
H 1.353 -4.567 0.102 0.25 -0.07 -0.53
H 2.212 -4.790 1.598 0.50 0.19 -0.13
H -0.285 -2.209 0.428 0.13 -0.61 0.50
C 7.776 2.267 1.569 2.33 2.16 2.32
C 7.082 3.668 1.680 0.37 -1.51 -0.06
C 7.377 4.693 0.616 -0.44 0.13 -0.14
O 5.674 3.526 1.530 -0.99 -1.57 0.77
H 8.912 2.431 1.805 -1.94 -0.30 0.05
H 7.849 1.923 0.604 -0.53 -1.01 -2.44
H 7.374 1.510 2.262 0.05 0.46 -0.34
H 7.375 4.033 2.681 -0.50 0.19 -0.25
H 7.044 4.355 -0.361 -0.26 -0.31 -0.02
H 8.409 4.914 0.465 0.86 0.51 0.39
H 6.757 5.571 0.868 0.62 -0.09 -0.19
H 5.387 2.637 1.872 0.37 1.06 0.00
C 3.559 -0.992 3.786 -1.37 1.56 1.86
C 4.949 -0.346 3.549 -1.25 -2.98 -0.67
C 5.881 -1.489 3.020 1.00 1.78 0.41
O 4.719 0.578 2.566 0.59 2.32 -1.47
H 3.202 -1.664 3.045 0.45 -0.69 -1.26
H 2.710 -0.213 3.781 1.46 -0.76 0.40
H 3.471 -1.567 4.708 0.15 0.15 0.25
H 5.374 0.186 4.396 -0.12 -0.25 0.23
H 5.594 -1.849 2.032 -0.36 0.11 0.09
H 5.889 -2.307 3.722 0.20 -0.35 0.21
H 6.905 -1.047 2.911 -0.62 -0.62 0.14
H 4.248 0.143 1.850 -0.07 -0.25 -0.20
C -3.343 5.158 -0.135 -0.89 0.29 1.14
C -3.111 5.608 1.272 -0.11 0.72 1.44
C -2.612 4.531 2.233 -1.52 0.26 1.24
O -2.187 6.722 1.179 0.07 -0.53 -0.21
H -3.827 5.988 -0.621 0.23 0.08 -0.86
H -3.951 4.283 -0.195 -0.93 -0.53 0.23
H -2.425 4.820 -0.497 1.69 0.11 -1.21
H -4.013 6.039 1.711 -0.40 -0.21 -0.19
H -1.633 4.246 1.939 0.96 -0.51 0.00
H -3.303 3.663 2.309 0.43 0.30 -0.65
H -2.647 4.873 3.304 0.52 0.12 -1.00
H -2.120 7.163 2.030 -0.06 -0.13 0.07
C 4.671 3.760 -2.065 -0.22 0.83 -1.08
C 3.550 2.857 -1.580 -1.28 0.79 -1.56
C 3.404 1.699 -2.544 0.04 0.88 0.11
O 3.798 2.309 -0.332 1.15 0.13 1.39
H 4.876 4.604 -1.411 -0.09 -0.01 0.30
H 4.481 4.222 -3.086 -0.03 -0.77 1.15
H 5.566 3.162 -2.149 0.51 -0.16 -0.05
H 2.605 3.454 -1.550 0.45 -0.38 0.07
H 2.718 0.961 -2.198 -0.59 -0.55 0.38
H 4.390 1.290 -2.620 0.62 -0.66 -0.27
H 3.081 2.059 -3.502 -0.17 0.13 -0.67
H 4.579 2.787 0.019 -0.47 -0.27 0.36
C 0.079 0.365 2.133 0.03 -0.84 1.87
C -0.377 0.433 0.724 0.03 0.07 -0.62
C -0.419 1.915 0.189 2.23 -0.54 -0.38
O 0.403 -0.548 0.013 -1.56 -0.04 -1.40
H 0.262 -0.673 2.529 -0.53 0.64 -0.80
H -0.728 0.743 2.768 0.44 0.42 0.23
H 1.054 0.833 2.301 -0.30 0.54 -0.07
H -1.420 0.079 0.645 0.47 -0.13 0.07
H -0.505 2.024 -0.922 0.08 -0.45 0.82
H 0.511 2.521 0.514 -1.50 -0.95 -0.42
H -1.312 2.307 0.626 -0.46 0.63 0.36
H 1.305 -0.695 0.276 1.34 0.72 0.74
C -4.875 -5.584 0.789 0.21 1.17 -0.39
C -3.686 -4.806 0.146 0.63 -0.55 -0.89
C -3.942 -4.054 -1.197 -1.32 -0.41 0.81
O -3.202 -3.796 1.076 -2.02 -0.91 0.00
H -4.583 -6.171 1.626 0.80 -0.93 0.41
H -5.608 -6.146 0.194 0.76 0.21 -0.39
H -5.435 -4.841 1.303 -0.90 1.04 0.25
H -2.863 -5.519 -0.064 -0.25 0.26 0.30
H -4.820 -3.386 -1.013 0.66 -0.30 -0.45
H -4.096 -4.642 -2.128 -0.11 -0.03 0.86
H -3.056 -3.475 -1.344 0.46 0.64 -0.22
H -2.254 -3.708 1.051 1.05 0.08 -0.37
```
Forces are in eV/Å.

Results
Max |F| in eV/Å: 3.93
ΔE to the lowest compared entry with this formula, charge and spin in kJ/mol: 0.0
Electronic energy in eV: -61201.4642
Charge: 0
Gap between HOMO and LUMO in eV: 10.40